C36H90CsNO28S9 | the ωB97M-V functional and the def2-TZVPD basis

Structure (XYZ):
```
165
Properties=species:S:1:pos:R:3:forces:R:3:mulliken_charge:R:1
Cs -0.2893 -0.1040 0.3808 0.0 -0.1 -0.2 -2.3085
C 3.9335 2.5450 0.9267 0.4 1.4 0.1 -1.3985
C 2.9716 1.5896 1.6324 -0.2 1.4 -0.4 1.6012
C 3.3809 1.4945 3.1200 -3.1 0.2 0.3 -1.1462
C 2.9509 2.7548 3.9585 1.0 -2.0 1.1 -1.2070
C 1.4987 3.0066 3.7355 -1.5 -0.5 1.3 -1.2567
C 1.0073 3.1475 2.3014 1.3 0.4 -1.2 1.6387
N 1.5543 2.0328 1.4495 -0.4 -0.4 -0.4 1.3169
O 1.2560 2.2628 0.0410 0.4 -0.2 1.2 0.2761
C 1.2785 4.5888 1.6950 1.1 -0.5 1.9 -1.5915
C -0.4957 2.9947 2.3420 0.2 0.6 -0.4 -1.2654
C 3.2080 0.2342 1.0041 0.8 -1.0 0.7 -0.4388
H 3.7400 3.5954 1.3058 0.4 -1.1 -0.6 0.2142
H 3.8363 2.5468 -0.1793 -0.3 0.0 0.7 -0.0979
H 4.9782 2.2556 1.1584 -0.3 0.2 0.0 0.5024
H 4.4037 1.2982 3.0614 1.8 -0.2 0.6 0.8255
H 2.8554 0.5764 3.5403 0.8 1.1 -0.3 -0.0789
H 3.5565 3.6145 3.7745 0.5 0.7 -0.7 0.4662
H 3.1406 2.5647 5.0729 -0.3 0.0 -1.4 0.4238
H 1.1739 3.9002 4.2959 0.1 -0.1 -0.2 0.4514
H 0.9093 2.1652 4.2566 0.8 0.9 -0.9 0.2224
H 2.2183 5.0813 2.0641 -0.7 -0.6 -0.2 0.2772
H 0.4598 5.2044 2.0020 -0.5 0.7 0.4 0.5437
H 1.2958 4.6471 0.6402 0.2 -0.5 -1.1 0.0836
H -0.9629 3.7650 2.9491 0.0 0.0 0.5 0.7011
H -0.7574 2.0084 2.6551 -0.3 -0.7 0.3 -0.4305
H -0.8610 3.1847 1.3588 -0.5 -0.2 -1.0 0.1267
H 2.5689 -0.5382 1.5001 0.5 0.4 -0.6 -0.5497
H 4.2957 -0.0519 1.0987 -0.9 0.1 0.6 0.5160
H 3.1353 0.2583 -0.0674 -1.0 0.0 -0.3 -1.1341
O -1.6346 2.0042 -1.5713 -0.1 -0.1 0.1 0.1181
S -1.1991 2.9999 -2.5053 0.1 -0.9 -1.3 1.1373
O -0.3470 2.6274 -3.6085 -0.1 0.1 0.7 -0.8016
O -2.4979 3.5719 -3.2420 1.0 -0.3 -0.4 -0.4348
C -3.5556 3.9907 -2.4020 -0.7 -0.7 0.9 0.0785
C -4.8676 3.4362 -2.9763 1.4 -0.5 -0.8 -0.9220
C -0.5353 4.3503 -1.6475 -1.3 0.4 0.5 0.1000
H -3.4999 5.0767 -2.4389 -0.3 0.1 0.6 0.4375
H -3.4065 3.5288 -1.3761 -0.2 0.9 -1.0 -0.1282
H -4.6315 2.3443 -3.1431 -0.6 1.0 0.1 0.0754
H -5.0263 3.9016 -4.0119 -0.4 -0.6 1.7 0.3379
H -5.6255 3.5253 -2.1791 -0.1 0.2 -1.0 0.2450
H -1.3945 4.8653 -1.1549 0.7 -0.4 -0.2 0.0927
H -0.1065 5.0245 -2.3732 0.4 0.1 0.1 0.4933
H 0.1126 3.8929 -0.8931 0.4 0.1 0.0 -0.7289
O -2.3107 -3.3621 1.8475 -0.5 0.2 1.0 -0.7896
S -3.0383 -2.9115 3.0293 2.2 0.3 -1.0 1.0306
O -2.7381 -1.5618 3.4599 -0.5 -0.7 0.0 -0.4589
O -4.5561 -3.0866 2.7336 -0.5 0.5 -0.4 -0.3786
C -5.0037 -2.7526 1.3284 0.2 1.6 0.9 1.4240
C -6.4386 -3.1333 1.3530 -0.5 -1.0 -0.5 -1.6307
C -2.8236 -4.0116 4.4036 -0.6 0.6 0.9 -1.0705
H -4.3530 -3.3271 0.6992 -0.2 -0.1 -0.3 -0.3943
H -4.9034 -1.6437 1.0884 0.3 -1.3 0.7 -0.1908
H -6.9887 -2.5431 2.0942 0.1 -0.3 -0.1 0.3729
H -6.4992 -4.2302 1.5289 -0.3 0.7 0.2 0.3584
H -6.9026 -2.9585 0.3780 0.1 0.1 0.0 0.4070
H -3.0498 -5.0305 4.1739 0.3 -0.6 -0.7 0.3688
H -3.6085 -3.7350 5.1036 -0.1 0.3 0.1 0.4468
H -1.8752 -3.8899 4.9502 -0.1 0.2 -0.8 0.2099
O 0.2190 -5.4566 1.9641 1.8 1.6 -0.5 -0.7773
S 0.9367 -4.2850 1.4584 -1.6 -1.8 1.3 1.2516
O 0.8188 -3.0408 2.1357 -0.2 1.1 0.7 0.0275
O 2.4662 -4.5766 1.3585 0.1 -1.2 -0.4 -0.3939
C 3.4893 -3.5822 1.4042 1.4 0.3 1.4 1.3896
C 4.5110 -3.7986 0.3047 0.2 -0.7 0.1 -1.0207
C 0.4770 -4.1062 -0.1543 -0.6 0.9 -1.2 1.8093
H 3.9895 -3.8023 2.3900 -0.4 0.7 -0.8 0.1208
H 3.1361 -2.5392 1.3869 -0.4 -0.6 0.1 -0.7060
H 5.2585 -2.9880 0.3597 -0.4 -0.2 -0.2 0.3282
H 4.0003 -3.8042 -0.6811 0.6 0.0 0.5 -0.0138
H 5.0711 -4.7503 0.5097 -0.6 0.7 -0.5 0.3768
H -0.5821 -3.8919 -0.1962 -0.1 -0.1 0.1 -1.1629
H 0.7128 -4.9730 -0.7005 -0.1 -1.4 -0.4 0.4669
H 0.9842 -3.3236 -0.6795 0.4 0.8 0.1 -0.8472
O -3.1244 -2.8045 -3.5975 0.4 -0.7 -0.8 -0.7446
S -2.9479 -2.6249 -2.1991 2.8 2.3 1.5 1.0534
O -1.7422 -1.8736 -1.7161 -2.7 -1.7 -1.1 0.1343
O -4.2503 -1.9051 -1.7183 -0.2 0.5 1.0 0.1177
C -4.7276 -0.6777 -2.3388 -0.3 1.0 -0.2 0.3252
C -6.2443 -0.7769 -2.1602 1.1 -0.5 -0.5 -1.3984
C -3.0599 -4.0809 -1.1962 -2.4 0.1 -1.3 0.0389
H -4.4192 -0.6242 -3.3983 -0.2 -0.3 0.5 0.5384
H -4.3421 0.2460 -1.8440 0.2 -1.0 0.0 -0.3405
H -6.4584 -0.7116 -1.0987 -0.4 0.5 0.0 0.2202
H -6.4429 -1.7974 -2.4559 -0.6 -0.2 -0.2 0.3604
H -6.7752 -0.0954 -2.8320 0.0 0.1 0.5 0.3989
H -2.7099 -3.8048 -0.2369 0.0 0.2 1.1 -0.9301
H -2.4048 -4.8002 -1.5938 1.0 -0.9 -0.8 0.5126
H -4.1253 -4.4846 -1.2635 1.5 0.6 0.3 0.4077
O -5.5016 1.0434 1.5435 0.5 0.3 0.3 -0.7521
S -4.1314 1.4890 1.6172 -0.4 0.2 -1.5 1.1821
O -3.1642 0.7757 0.8354 -0.1 0.2 0.7 0.0699
O -4.0158 2.9919 1.0402 -0.6 -0.7 0.6 0.2108
C -4.8199 3.9926 1.6818 -1.7 1.0 2.1 -0.3194
C -5.1501 5.0263 0.5997 1.9 1.7 0.6 -1.0028
C -3.7084 1.6665 3.2962 0.7 -0.1 1.2 -0.8182
H -4.2747 4.3729 2.5935 -0.1 0.0 -1.2 0.2947
H -5.8053 3.6177 2.1745 1.6 0.0 -1.3 0.3275
H -5.4689 6.0793 0.8614 -0.1 -1.5 0.6 0.3664
H -5.8665 4.6087 -0.0653 -0.4 -0.3 -0.8 0.2257
H -4.1767 5.2873 0.1123 -0.8 -0.6 -0.1 0.1325
H -2.7417 2.1919 3.5025 -0.9 -0.3 -0.6 0.0922
H -3.6080 0.6367 3.6561 0.0 0.0 0.0 0.1947
H -4.5463 2.1313 3.8312 0.2 0.0 -0.3 0.4855
O 1.9666 6.1469 -1.3367 -1.6 0.3 0.5 -0.5611
S 3.1528 5.7522 -1.9743 2.1 0.5 0.2 1.2121
O 3.7719 6.6027 -2.9450 -0.1 0.1 -0.3 -0.6929
O 4.1759 5.6003 -0.7652 0.7 -0.8 0.2 -0.2221
C 5.6313 5.3297 -0.9449 -0.8 0.3 -0.9 -0.0528
C 6.4116 6.2636 -0.0604 -0.2 -1.1 1.5 -1.3832
C 3.0402 4.1886 -2.7235 -0.5 -0.5 -0.6 -0.8014
H 5.8727 5.6472 -1.9787 -0.2 -0.8 0.3 0.4700
H 5.8346 4.2466 -0.7076 -0.4 1.1 -0.5 0.1669
H 6.3255 5.9276 1.0039 0.3 0.3 -0.8 0.2950
H 6.0329 7.2614 -0.1102 -0.3 0.6 -0.2 0.3299
H 7.4504 6.2648 -0.3837 0.1 -0.1 0.2 0.3858
H 2.2559 4.2468 -3.4959 0.2 0.1 0.3 0.4248
H 2.8263 3.3520 -2.0664 -0.1 0.1 0.5 -0.1322
H 3.9853 4.0947 -3.2304 0.4 -0.3 -0.2 0.5262
O 0.2140 -2.5495 5.5881 0.8 0.1 0.2 -0.6922
S 0.8588 -1.2831 5.3249 -1.5 -0.9 -0.1 1.4131
O 0.7959 -0.2826 6.3427 0.9 0.1 0.4 -0.7208
O 2.3333 -1.5088 4.7700 -0.6 0.4 0.1 -0.2521
C 3.0737 -2.6061 5.2880 0.9 -0.5 -0.4 -0.1741
C 4.5438 -2.2667 5.1081 -0.7 1.7 1.2 -1.3507
C 0.1464 -0.6086 3.9115 -1.8 0.1 0.6 1.9937
H 2.8368 -3.5194 4.7383 -0.4 0.1 0.0 0.1490
H 2.8282 -2.7170 6.3309 0.0 -0.3 0.4 0.4527
H 4.7896 -1.9148 4.1016 -0.1 0.1 0.3 0.2007
H 5.1469 -3.0856 5.3663 0.8 -1.4 0.1 0.4786
H 4.7815 -1.5218 5.9131 0.0 -0.1 -1.1 0.3759
H 0.9233 -0.0102 3.5012 0.2 0.9 -0.8 -1.4000
H -0.7253 -0.0200 4.3532 1.1 -0.6 -1.0 0.4381
H -0.1949 -1.4299 3.2668 0.2 0.5 0.2 -0.8338
O 1.8475 -1.6210 -1.6958 -0.1 0.3 0.9 -0.2974
S 2.7119 -1.4107 -2.8154 -4.4 -6.5 -0.8 1.4380
O 3.7131 -2.3792 -3.0386 1.6 -0.5 -0.3 -0.8348
O 1.7735 -1.5387 -4.1184 1.9 0.0 0.4 -0.5598
C 0.4683 -1.0263 -3.9782 -1.7 0.6 -0.6 0.4857
C -0.3019 -1.2816 -5.3080 1.6 0.3 1.3 -1.3426
C 3.2403 0.0679 -2.7919 3.0 5.9 0.8 -0.7981
H 0.5524 0.0548 -3.8569 -0.2 0.2 0.2 0.4891
H -0.0134 -1.4755 -3.0969 0.1 0.1 -0.6 -0.0833
H 0.2353 -0.7526 -6.0924 -0.1 0.1 -0.2 0.4882
H -1.2918 -0.8547 -5.1812 -0.2 -0.4 -0.2 0.3155
H -0.2179 -2.3455 -5.5205 -0.6 0.2 0.0 -0.0907
H 2.4130 0.7648 -2.7343 -0.2 0.3 -0.1 0.0831
H 3.9265 0.2525 -3.6035 -0.1 0.2 -0.5 0.5266
H 3.8461 0.2141 -1.8703 -0.5 -0.2 -0.5 0.4266
O 0.4099 -4.0903 -3.3477 0.2 1.1 -0.6 -0.1530
S 0.9075 -5.4210 -3.4347 -1.8 -0.4 3.4 1.2061
O 0.2636 -6.3310 -2.5030 0.7 0.1 -1.1 -0.7676
O 0.7854 -5.9534 -4.8399 -0.7 -1.7 -1.4 -0.3409
C 0.6038 -5.1321 -6.0055 0.6 1.3 0.9 -0.1501
C -0.8229 -4.7585 -6.2731 -0.4 -0.1 1.5 -0.9491
C 2.6055 -5.5367 -3.2013 1.3 0.0 0.7 -0.3625
H 1.0488 -5.7523 -6.7624 0.1 0.1 -0.5 0.3869
H 1.1968 -4.1979 -5.8182 -0.3 -0.8 -0.5 0.2011
H -1.1620 -3.9081 -5.6082 0.3 -0.9 -1.3 0.1056
H -1.5209 -5.5739 -6.1246 0.1 -0.5 0.5 0.3089
H -0.8320 -4.6862 -7.3274 -0.5 1.3 -1.2 0.4736
H 3.1025 -5.4199 -4.1558 0.2 0.0 -0.1 0.3827
H 2.7983 -6.5281 -2.7656 0.0 0.4 -0.3 0.3988
H 2.9563 -4.7425 -2.5301 -0.2 -0.2 -0.1 -0.3504
```
Positions in Å, forces in eV/Å.

Values from the calculation:
Lowest unoccupied orbital energy   0.2 eV
Total energy   -7190.75799 Eh
Orbital gap   6.18 eV